Record 1
65
Properties=species:S:1:pos:R:3:lowdin_charge:R:1 method="wB97M-V/def2-TZVPD" charge=0 homo_ev=-6.3635 de_lowest_ev=0.000 homo_lumo_gap_ev=6.8
Pd -0.752 -0.159 0.070 0.950
C 4.292 -1.418 -0.527 -0.044
C 3.091 -1.273 -1.419 -0.354
C 2.618 -2.331 -2.185 -0.045
C 1.514 -2.129 -3.000 -0.091
C 0.905 -0.887 -3.009 -0.115
C 1.441 0.116 -2.205 -0.488
N 2.518 -0.067 -1.443 0.072
Sb 0.633 2.112 -2.276 1.491
C 0.947 2.381 -0.182 -0.445
C 1.449 3.587 0.279 -0.116
C 1.638 3.770 1.638 -0.054
C 1.319 2.727 2.486 -0.027
C 0.812 1.541 1.967 -0.303
C 0.439 0.432 2.908 -0.037
N 0.627 1.372 0.646 -0.028
C -1.426 1.616 -2.057 -0.530
C -2.178 1.887 -3.162 -0.195
C -3.603 1.678 -3.071 -0.105
C -4.144 1.169 -1.962 -0.035
C -3.305 0.729 -0.799 -0.578
C -3.917 1.155 0.529 -0.029
N -1.908 1.196 -0.862 -0.092
H 4.626 -2.454 -0.466 0.070
H 4.060 -1.054 0.475 0.071
H 5.115 -0.810 -0.904 0.081
H 3.116 -3.292 -2.148 0.109
H 1.130 -2.935 -3.615 0.108
H 0.018 -0.697 -3.603 0.102
H 1.689 4.370 -0.427 0.087
H 2.023 4.704 2.027 0.110
H 1.444 2.819 3.555 0.110
H 0.624 0.735 3.936 0.079
H 1.038 -0.457 2.713 0.055
H -0.612 0.161 2.797 0.078
H -1.734 2.319 -4.047 0.055
H -4.237 1.955 -3.906 0.098
H -5.212 1.012 -1.870 0.107
H -4.934 0.768 0.611 0.084
H -3.941 2.243 0.582 0.084
H -3.325 0.766 1.355 0.058
C -0.169 -6.267 0.909 -0.063
C 0.791 -5.456 0.049 -0.213
N 0.993 -4.087 0.515 -0.078
C 1.949 -3.885 1.595 -0.204
C 1.318 -3.762 2.982 -0.062
C 0.223 -3.052 0.084 -0.385
C -0.763 -3.329 -1.011 -0.007
N 0.349 -1.856 0.571 0.053
H -0.325 -7.254 0.472 0.078
H -1.137 -5.769 0.985 0.078
H 0.220 -6.406 1.918 0.063
H 0.439 -5.431 -0.979 0.104
H 1.770 -5.938 0.026 0.117
H 2.554 -3.001 1.369 0.101
H 2.637 -4.729 1.576 0.120
H 0.524 -3.015 2.997 0.069
H 2.073 -3.474 3.714 0.080
H 0.884 -4.709 3.300 0.065
H -0.240 -3.684 -1.899 0.069
H -1.317 -2.428 -1.243 0.055
H -1.480 -4.091 -0.703 0.095
H 1.055 -1.795 1.290 0.022
O -2.439 -1.167 0.162 -0.351
O -3.275 -0.706 -0.904 -0.151


Record 2
18
Properties=species:S:1:pos:R:3:lowdin_charge:R:1 method="wB97M-V/def2-TZVPD" charge=0 homo_ev=-6.8528 de_lowest_ev=6.204 homo_lumo_gap_ev=7.7
C 1.195 0.936 0.081 -0.223
C 1.615 -0.671 1.796 0.003
C 1.324 -1.267 -0.539 0.008
N -2.797 -0.527 -1.350 0.072
N -1.038 1.244 0.636 0.019
N 1.411 -0.428 0.499 -0.259
O -0.096 1.077 -0.471 -0.206
H 1.241 1.611 0.963 0.129
H 1.831 1.329 -0.717 0.141
H -1.819 -0.519 -1.390 -0.029
H -1.811 1.953 0.555 0.098
H 2.163 -1.493 2.084 0.037
H 1.686 0.177 2.407 0.035
H -3.076 -1.134 -1.998 -0.043
H 1.447 -0.783 -1.547 0.094
H 1.220 -2.218 -0.260 0.020
H -2.980 0.438 -1.440 0.003
H -1.516 0.274 0.693 0.102


Record 3
112
Properties=species:S:1:pos:R:3:lowdin_charge:R:1 method="wB97M-V/def2-TZVPD" charge=0 homo_ev=-8.6790 homo_lumo_gap_ev=8.4 smiles="COCCCCCCC[Si@@H](O[Si@@](F)(S)I)P(=O)(O)O.c1ccccc1.c1ccccc1.c1ccccc1.c1ccccc1.c1ccccc1.c1ccccc1"
C 4.295 4.092 2.802 -0.112
O 3.940 3.415 1.615 -0.203
C 4.152 2.018 1.633 -0.234
C 2.970 1.242 2.230 -0.178
C 2.855 -0.170 1.648 -0.199
C 1.457 -0.794 1.722 -0.201
C 0.760 -0.724 3.089 -0.212
C -0.754 -0.501 2.986 -0.258
C -1.107 0.905 2.436 -0.290
Si -2.570 1.650 3.315 0.524
O -2.051 2.562 4.603 -0.375
Si -1.522 4.080 4.777 -0.466
F -2.760 5.066 4.645 -0.163
S -0.671 4.335 6.688 0.516
I 0.043 4.674 3.024 0.617
P -3.988 2.782 1.949 0.344
O -5.164 3.244 2.681 -0.286
O -4.353 1.669 0.836 -0.167
O -3.255 3.970 1.153 -0.179
H 5.054 3.535 3.362 0.087
H 3.425 4.242 3.449 0.054
H 4.705 5.066 2.536 0.087
H 4.259 1.720 0.588 0.097
H 5.079 1.794 2.173 0.123
H 3.109 1.164 3.311 0.113
H 2.071 1.831 2.032 0.100
H 3.583 -0.828 2.132 0.118
H 3.143 -0.137 0.592 0.106
H 1.557 -1.846 1.437 0.102
H 0.820 -0.340 0.956 0.108
H 0.936 -1.647 3.647 0.099
H 1.189 0.084 3.687 0.101
H -1.150 -1.256 2.303 0.102
H -1.183 -0.660 3.978 0.095
H -0.250 1.568 2.584 0.025
H -1.305 0.849 1.362 0.070
H -3.421 0.578 3.858 0.021
H 0.556 4.558 6.202 -0.206
H -3.693 1.495 0.149 0.074
H -2.663 3.725 0.426 0.078
C -1.944 -4.678 2.358 -0.098
C -0.725 -4.280 2.889 -0.101
C -0.361 -4.675 4.169 -0.094
C -1.218 -5.468 4.919 -0.091
C -2.438 -5.865 4.390 -0.093
C -2.801 -5.470 3.109 -0.114
H -2.225 -4.373 1.357 0.102
H -0.056 -3.659 2.304 0.087
H 0.591 -4.364 4.582 0.099
H -0.934 -5.779 5.916 0.101
H -3.106 -6.485 4.973 0.105
H -3.750 -5.785 2.696 0.102
C 2.727 1.854 -4.482 -0.091
C 3.816 1.069 -4.838 -0.093
C 4.873 0.907 -3.954 -0.094
C 4.844 1.530 -2.713 -0.091
C 3.757 2.317 -2.359 -0.093
C 2.699 2.478 -3.243 -0.091
H 1.900 1.976 -5.169 0.080
H 3.840 0.584 -5.807 0.098
H 5.722 0.294 -4.231 0.088
H 5.668 1.402 -2.023 0.102
H 3.733 2.809 -1.394 0.091
H 1.852 3.093 -2.965 0.099
C -7.088 5.751 4.002 -0.086
C -8.133 6.582 4.383 -0.101
C -7.878 7.721 5.135 -0.108
C -6.576 8.028 5.508 -0.106
C -5.532 7.193 5.129 -0.095
C -5.786 6.055 4.377 -0.091
H -7.272 4.862 3.412 0.093
H -9.149 6.342 4.093 0.096
H -8.693 8.370 5.430 0.095
H -6.376 8.917 6.093 0.095
H -4.516 7.430 5.422 0.096
H -4.985 5.399 4.073 0.063
C -3.716 -9.141 0.159 -0.096
C -3.521 -10.481 0.466 -0.099
C -2.554 -10.846 1.393 -0.098
C -1.782 -9.871 2.011 -0.092
C -1.975 -8.531 1.703 -0.094
C -2.943 -8.167 0.777 -0.100
H -4.472 -8.856 -0.562 0.100
H -4.122 -11.240 -0.017 0.099
H -2.402 -11.890 1.634 0.099
H -1.029 -10.156 2.735 0.100
H -1.373 -7.771 2.185 0.093
H -3.095 -7.123 0.536 0.092
C 6.098 -2.404 -6.070 -0.099
C 6.480 -3.729 -6.232 -0.096
C 7.601 -4.040 -6.989 -0.097
C 8.341 -3.027 -7.584 -0.097
C 7.959 -1.703 -7.425 -0.095
C 6.838 -1.393 -6.667 -0.102
H 5.225 -2.161 -5.478 0.095
H 5.902 -4.519 -5.770 0.100
H 7.899 -5.073 -7.114 0.100
H 9.216 -3.271 -8.172 0.100
H 8.534 -0.913 -7.890 0.101
H 6.538 -0.359 -6.544 0.091
C -0.874 2.040 -8.687 -0.095
C -2.155 2.556 -8.824 -0.096
C -2.633 3.481 -7.907 -0.097
C -1.831 3.889 -6.850 -0.097
C -0.551 3.369 -6.710 -0.101
C -0.073 2.446 -7.629 -0.100
H -0.499 1.321 -9.405 0.101
H -2.781 2.238 -9.648 0.100
H -3.631 3.886 -8.016 0.100
H -2.202 4.613 -6.136 0.100
H 0.074 3.687 -5.884 0.092
H 0.927 2.042 -7.523 0.092


Record 4
14
Properties=species:S:1:pos:R:3:lowdin_charge:R:1 method="wB97M-V/def2-TZVPD" charge=0 homo_ev=-9.3718 de_lowest_ev=3.341 homo_lumo_gap_ev=10.2 smiles=OCC#C[C@H]1CN1
O 0.858 3.025 1.286 -0.061
C -0.335 2.279 1.151 -0.279
C -0.082 0.914 0.664 0.013
C 0.270 -0.184 0.306 0.017
C 0.742 -1.472 -0.154 -0.330
C 0.019 -2.175 -1.247 -0.147
N 1.323 -1.581 -1.498 0.020
H 1.494 2.464 1.748 0.089
H -0.891 2.228 2.101 0.118
H -0.960 2.829 0.441 0.120
H 1.257 -2.067 0.598 0.134
H -0.871 -1.695 -1.649 0.110
H 0.003 -3.262 -1.252 0.100
H 1.219 -0.692 -1.982 0.096


Record 5
12
Properties=species:S:1:pos:R:3:lowdin_charge:R:1 method="wB97M-V/def2-TZVPD" charge=0 homo_ev=-9.9606 de_lowest_ev=8.595 homo_lumo_gap_ev=8.4
C 1.716 -0.080 -0.142 -0.399
C 2.663 -0.576 -0.793 0.179
C -1.132 -1.372 0.166 -0.021
C -0.735 0.825 -0.224 -0.278
C 1.255 -0.128 1.312 0.210
C 0.568 0.833 0.415 -0.283
N -1.440 -0.346 -0.459 -0.016
H -1.536 -2.308 -0.087 0.063
H -1.535 1.602 -0.003 0.154
H -0.523 1.200 -1.312 0.166
H -0.159 -1.476 0.876 0.099
H 0.859 1.828 0.250 0.124


Record 6
59
Properties=species:S:1:pos:R:3:lowdin_charge:R:1 method="wB97M-V/def2-TZVPD" charge=-3 homo_ev=2.7258 de_lowest_ev=0.040 homo_lumo_gap_ev=3.2
P 17.418 14.265 -26.623 -0.213
O 16.466 15.178 -27.384 -0.544
O 17.386 12.893 -27.354 -0.563
O 16.944 14.117 -25.125 -0.579
O 18.895 14.826 -26.747 -0.574
C 19.966 12.898 -19.311 -0.124
C 19.382 12.445 -20.588 -0.319
O 18.037 12.978 -20.606 -0.090
H 20.989 12.582 -19.108 0.064
H 19.405 12.417 -18.510 0.068
H 19.947 13.985 -19.229 0.076
H 19.104 11.392 -20.559 0.108
H 20.046 12.680 -21.421 0.123
H 17.918 13.154 -21.542 0.082
O 22.821 15.771 -28.365 -0.062
H 23.221 16.366 -27.730 0.020
H 21.995 15.509 -27.960 0.026
O 19.250 16.663 -30.691 -0.065
H 19.086 16.094 -29.940 0.035
H 19.599 17.469 -30.310 0.013
O 17.428 17.165 -22.292 -0.064
H 17.893 16.637 -21.643 0.012
H 16.981 16.525 -22.846 0.029
O 15.837 10.390 -23.948 -0.075
H 16.562 9.894 -24.329 0.014
H 16.091 11.307 -24.056 0.022
O 18.902 18.843 -27.471 -0.071
H 18.837 17.888 -27.474 0.019
H 18.023 19.144 -27.704 0.013
O 16.603 9.005 -29.446 -0.066
H 16.747 9.858 -29.036 0.030
H 15.663 8.851 -29.355 0.019
O 20.980 16.420 -24.027 -0.083
H 20.734 16.074 -24.885 0.006
H 20.162 16.429 -23.529 0.012
O 22.006 12.526 -26.182 -0.070
H 21.212 13.056 -26.117 0.019
H 22.666 13.125 -26.532 0.006
O 13.458 11.613 -26.916 -0.075
H 14.210 12.171 -27.118 0.027
H 13.766 11.040 -26.214 0.010
O 19.340 9.720 -25.845 -0.075
H 20.000 10.312 -25.483 0.017
H 18.863 10.254 -26.481 0.022
O 11.888 16.042 -28.934 -0.060
H 12.748 15.712 -28.675 0.035
H 11.842 15.879 -29.876 0.019
O 15.728 13.431 -30.780 -0.087
H 15.706 14.201 -30.212 0.012
H 16.153 12.756 -30.252 0.015
O 13.447 15.659 -24.297 -0.080
H 14.202 15.074 -24.231 0.016
H 13.637 16.212 -25.055 0.013
O 15.097 18.742 -26.215 -0.072
H 15.360 17.897 -26.580 0.013
H 15.720 18.902 -25.506 0.024
O 15.631 18.295 -30.395 -0.067
H 16.563 18.078 -30.432 0.016
H 15.245 17.604 -29.857 0.026


Record 7
25
Properties=species:S:1:pos:R:3:lowdin_charge:R:1 method="wB97M-V/def2-TZVPD" charge=+1 homo_ev="-10.9085 / -10.9063" de_lowest_ev=3.898 homo_lumo_gap_ev="6.3 / 6.3"
C -0.771 -1.360 1.109 -0.330
C -1.901 1.209 0.204 -0.386
C 0.416 -0.527 0.804 -0.233
C -2.547 -0.102 -0.227 -0.204
C 0.125 0.654 1.696 -0.251
C 0.638 -0.238 -0.764 -0.161
C 2.107 -0.636 -1.058 -0.524
N -2.025 -1.283 0.205 0.213
N -3.588 -0.048 -0.981 0.249
N 1.315 1.630 1.701 0.145
O -0.800 -2.271 1.851 0.195
O -2.439 2.223 -0.201 0.130
O -0.983 1.383 1.161 0.044
Cl 3.324 0.333 -0.172 0.675
H 1.250 -1.079 1.158 0.129
H -0.017 -0.735 -1.509 0.130
H 0.682 0.883 -0.926 0.124
H 2.509 -0.555 -2.044 0.065
H 2.074 -1.657 -0.774 0.075
H -2.634 -2.076 0.064 0.164
H -3.737 0.960 -1.262 0.171
H -4.212 -0.798 -1.295 0.172
H 1.008 2.677 1.854 0.216
H 1.810 1.440 0.722 0.055
H 1.803 1.327 2.532 0.136


Record 8
12
Properties=species:S:1:pos:R:3:lowdin_charge:R:1 method="wB97M-V/def2-TZVPD" charge=0 homo_ev=-10.0850 de_lowest_ev=4.359 homo_lumo_gap_ev=10.2 smiles="O=C(O)C/C=N/O"
O -2.427 1.495 0.295 0.037
C -1.270 1.094 0.046 -0.557
O -0.321 1.965 0.057 0.113
C -1.062 -0.449 0.023 -0.065
C 0.363 -1.158 -0.016 -0.072
N 1.270 -0.242 0.278 -0.026
O 2.497 -0.594 -0.383 -0.028
H 0.613 1.506 0.034 0.139
H -1.398 -0.441 1.096 0.131
H -1.754 -1.118 -0.602 0.140
H 0.493 -2.186 -0.616 0.167
H 2.997 0.127 -0.212 0.021